1.
DFT (ωB97M-V/def2-TZVPD) results for a molecular structure, C20H26BrCoN7OS2Se.

Summary:
- multiplicity = 4
- net charge = 0
- gap between HOMO and LUMO (alpha / beta) (eV) = 6.13 / 4.85
- LUMO energy (alpha / beta) (Eh) = 0.008 / -0.095

XYZ file:
```
59
C20H26BrCoN7OS2Se (ωB97M-V/def2-TZVPD)
Co -0.23 -0.87 -0.24
C -0.97 4.01 -2.05
S -0.99 3.12 -3.60
C 0.11 1.78 -3.11
S 1.71 2.26 -3.01
N -0.50 0.67 -2.64
N 0.30 -0.19 -2.00
C 1.19 -0.94 -2.64
C 1.42 -2.20 -1.99
C 2.10 -3.34 -2.52
C 2.30 -4.49 -1.68
C 1.82 -4.50 -0.39
C 1.08 -3.40 0.04
N 0.87 -2.31 -0.75
H -1.61 3.54 -1.27
H -1.50 4.94 -2.32
H 0.08 4.14 -1.80
H 1.82 -0.60 -3.52
H 2.56 -3.28 -3.52
H 2.84 -5.35 -2.13
H 1.98 -5.30 0.31
H 0.47 -3.39 0.93
C 5.11 -0.64 0.00
C 3.90 -0.53 0.83
C 3.91 -0.80 2.22
C 2.71 -0.72 2.91
C 1.52 -0.57 2.18
Br -0.05 -0.92 3.17
N 1.49 -0.20 0.92
C 2.70 -0.09 0.32
H 5.69 -1.56 0.23
H 5.76 0.21 0.18
H 4.92 -0.66 -1.13
H 4.83 -0.97 2.79
H 2.58 -0.76 3.97
H 2.68 0.40 -0.70
C -4.40 1.97 0.17
N -3.20 1.08 -0.05
C -3.30 0.10 -1.14
C -2.02 1.36 0.54
O -0.89 1.03 0.05
N -2.12 2.03 1.74
C -0.97 2.74 2.34
C -3.15 1.58 2.68
H -4.83 2.12 -0.81
H -4.06 2.98 0.42
H -5.16 1.53 0.83
H -3.72 -0.81 -0.80
H -2.30 -0.12 -1.51
H -3.80 0.43 -2.01
H -0.24 3.09 1.59
H -0.53 2.12 3.06
H -1.24 3.68 2.83
H -3.56 0.67 2.20
H -3.97 2.34 2.78
H -2.82 1.29 3.67
Se -4.05 -3.14 1.86
C -2.60 -2.53 1.07
N -1.67 -2.01 0.51
```


2.
DFT (ωB97M-V/def2-TZVPD) results for a molecular structure, C20H26CdN2O2Si.

Summary:
- net charge = 0
- gap between HOMO and LUMO (eV) = 6.29
- LUMO energy (Eh) = -0.010

XYZ file:
```
52
C20H26CdN2O2Si (ωB97M-V/def2-TZVPD)
C 0.28 1.96 1.57
C -0.77 2.32 0.70
C -1.95 1.69 1.13
H -0.69 2.97 -0.17
C -1.64 0.88 2.29
C -0.24 1.14 2.59
H 0.24 0.87 3.54
H 1.31 2.29 1.49
H -2.94 1.76 0.66
H -2.38 0.47 2.98
Cd -1.46 -1.43 1.60
C -1.29 -1.72 -0.53
H -2.30 -1.32 -0.24
H -0.69 -2.59 -0.15
H -1.47 -1.98 -1.57
Si 0.42 -0.01 -1.61
C 1.93 -0.59 -2.54
C 2.91 0.45 -2.47
H 2.60 1.50 -2.34
C 4.26 0.17 -2.64
H 4.98 0.99 -2.54
C 4.64 -1.14 -2.98
H 5.71 -1.35 -3.00
C 3.67 -2.14 -3.23
H 4.03 -3.10 -3.57
C 2.31 -1.86 -3.02
H 1.56 -2.60 -3.30
C -1.02 0.78 -2.53
C -0.60 1.61 -3.58
H 0.41 1.52 -3.97
C -1.42 2.65 -4.06
H -1.04 3.36 -4.82
C -2.75 2.79 -3.60
H -3.38 3.59 -3.99
C -3.20 1.89 -2.62
H -4.24 2.00 -2.28
C -2.36 0.90 -2.10
H -2.73 0.26 -1.32
H 0.77 -0.64 -0.27
H 1.00 1.29 -1.27
C -1.48 -1.73 6.37
O -0.27 -1.44 5.60
C -0.34 -1.58 4.30
O -1.41 -1.90 3.72
N 0.83 -1.28 3.65
N 0.90 -1.58 2.25
H -1.12 -1.66 7.40
H -1.86 -2.73 6.14
H -2.28 -1.00 6.14
H 1.67 -1.27 4.25
H 1.56 -0.94 1.79
H 1.32 -2.51 2.15
```


3.
DFT (ωB97M-V/def2-TZVPD) results for a molecular structure, C20H26F3N6O3TeV.

Summary:
- multiplicity = 3
- net charge = +2
- gap between HOMO and LUMO (alpha / beta) (eV) = 4.36 / 5.00
- LUMO energy (alpha / beta) (Eh) = -0.305 / -0.282

XYZ file:
```
60
C20H26F3N6O3TeV (ωB97M-V/def2-TZVPD)
V 2.20 -0.36 -1.27
N 0.24 3.73 0.14
C 0.77 2.35 0.41
C -0.21 1.51 1.20
C 0.39 0.13 1.49
N 0.66 -0.60 0.23
C 1.67 0.27 2.30
C 2.71 1.13 1.58
N 3.31 0.34 0.45
C 2.12 2.47 1.12
H -0.76 3.73 -0.05
H 0.77 4.10 -0.71
H 0.40 4.37 0.92
H 0.92 1.93 -0.59
H -1.17 1.41 0.67
H -0.42 1.99 2.16
H -0.34 -0.45 2.06
H -0.23 -0.69 -0.29
H 0.78 -1.59 0.49
H 2.09 -0.71 2.53
H 1.45 0.73 3.26
H 3.52 1.37 2.27
H 3.72 -0.49 0.87
H 4.11 0.86 0.08
H 2.83 3.02 0.50
H 1.98 3.06 2.04
C -2.56 -3.52 2.16
Te -2.17 -2.88 0.15
C -4.16 -2.10 0.16
C -4.68 -2.29 1.57
C -5.94 -1.81 1.91
C -6.44 -1.99 3.19
C -5.67 -2.65 4.14
C -4.42 -3.14 3.80
C -3.92 -2.96 2.52
H -1.79 -3.15 2.83
H -2.55 -4.61 2.19
H -4.75 -2.65 -0.57
H -4.15 -1.05 -0.13
H -6.54 -1.31 1.16
H -7.42 -1.62 3.44
H -6.06 -2.80 5.14
H -3.83 -3.66 4.54
F 0.08 -2.36 -4.98
C 0.84 -1.55 -4.29
F 2.12 -1.91 -4.41
F 0.73 -0.30 -4.77
C 0.42 -1.49 -2.80
O -0.61 -0.98 -2.48
O 1.34 -1.89 -1.92
N 4.69 0.70 -4.00
C 3.81 1.40 -3.29
O 3.18 0.77 -2.30
C 3.54 2.73 -3.52
C 2.63 3.38 -2.68
N 1.90 3.88 -1.94
C 4.19 3.41 -4.59
N 4.72 3.96 -5.45
H 5.17 1.13 -4.78
H 4.78 -0.30 -3.88
```


4.
DFT (ωB97M-V/def2-TZVPD) results for a molecular structure, C20H26F3Si.

Summary:
- net charge = +1
- gap between HOMO and LUMO (eV) = 2.42
- LUMO energy (Eh) = -0.315

XYZ file:
```
50
C20H26F3Si (ωB97M-V/def2-TZVPD)
C -7.45 6.67 10.00
C -7.28 5.42 9.16
C -5.89 5.36 8.56
C -5.70 4.10 7.71
C -4.26 4.22 7.22
C -3.63 3.12 6.35
Si -1.92 3.93 6.32
H -3.07 0.06 3.37
H -8.46 6.68 10.41
H -6.73 6.68 10.83
H -7.30 7.57 9.40
H -7.44 4.51 9.74
H -8.00 5.39 8.33
H -5.70 6.25 7.95
H -5.14 5.38 9.38
H -5.87 3.20 8.31
H -6.43 4.08 6.90
H -4.21 5.17 6.67
H -3.65 4.34 8.13
H -3.61 2.13 6.83
H -4.04 3.08 5.33
H -1.93 4.03 4.83
H -1.13 2.75 6.81
F -3.21 -0.15 -3.34
C -2.70 0.86 -2.56
F -1.49 1.18 -3.09
F -3.52 1.94 -2.72
C -2.61 0.42 -1.13
C -1.43 0.65 -0.43
C -1.34 0.21 0.89
C -2.42 -0.45 1.50
C -2.39 -0.68 2.99
C -2.87 -1.93 3.69
C -2.63 -1.94 5.09
C -3.34 -2.83 5.90
C -4.28 -3.70 5.33
C -4.41 -3.77 3.94
C -3.68 -2.91 3.10
C -3.62 -0.61 0.79
C -3.71 -0.20 -0.54
H -0.62 1.20 -0.89
H -0.41 0.37 1.45
H -1.41 -0.42 3.37
H -1.92 -1.23 5.53
H -3.16 -2.84 6.98
H -4.87 -4.34 5.98
H -5.10 -4.48 3.49
H -3.71 -2.97 2.01
H -4.49 -1.06 1.29
H -4.63 -0.32 -1.11
```


5.
DFT (ωB97M-V/def2-TZVPD) results for a molecular structure, C20H26FN2O3PPdS2.

Summary:
- net charge = +2
- gap between HOMO and LUMO (alpha / beta) (eV) = 7.34 / 7.34
- LUMO energy (alpha / beta) (Eh) = -0.273 / -0.273

XYZ file:
```
56
C20H26FN2O3PPdS2 (ωB97M-V/def2-TZVPD)
Pd -0.30 0.14 0.53
C -2.73 1.66 -3.20
N -3.26 1.85 -1.84
C -4.51 2.60 -1.74
C -2.63 1.39 -0.79
O -1.56 0.72 -0.93
C -3.26 1.65 0.58
O -2.36 1.34 1.61
C -2.80 0.42 2.58
C -2.52 -1.02 2.13
O -1.61 -1.24 1.29
N -3.23 -2.00 2.64
C -2.99 -3.39 2.25
C -4.26 -1.78 3.67
H -2.61 2.63 -3.67
H -3.42 1.05 -3.78
H -1.76 1.16 -3.14
H -4.95 2.67 -2.73
H -4.34 3.61 -1.37
H -5.23 2.10 -1.09
H -4.17 1.04 0.64
H -3.55 2.70 0.66
H -3.85 0.57 2.82
H -2.22 0.61 3.48
H -2.29 -3.42 1.42
H -3.94 -3.84 1.95
H -2.59 -3.94 3.10
H -3.91 -1.10 4.44
H -4.47 -2.73 4.14
H -5.18 -1.40 3.23
S 1.40 -0.84 -2.50
P 2.39 0.26 -1.00
S 1.21 1.66 -0.15
C 2.88 -0.93 0.23
C 2.09 -1.15 1.35
C 2.41 -2.13 2.27
C 3.56 -2.89 2.06
C 4.37 -2.67 0.96
C 4.03 -1.69 0.03
C 3.75 1.03 -1.84
C 3.96 0.85 -3.21
C 5.04 1.48 -3.82
C 5.90 2.26 -3.06
C 5.69 2.43 -1.70
C 4.62 1.81 -1.08
H 1.21 -0.50 1.56
H 1.80 -2.30 3.14
H 3.83 -3.65 2.78
H 5.26 -3.26 0.81
H 4.66 -1.52 -0.84
H 3.30 0.24 -3.81
H 5.20 1.35 -4.88
H 6.74 2.74 -3.54
H 6.37 3.04 -1.12
H 4.46 1.94 -0.01
F 0.37 -1.60 -1.51
```


6.
DFT (ωB97M-V/def2-TZVPD) results for a molecular structure, C20H26GeIrN4O2S4Se.

Summary:
- net charge = +1
- gap between HOMO and LUMO (eV) = 7.19
- LUMO energy (Eh) = -0.137

XYZ file:
```
59
C20H26GeIrN4O2S4Se (ωB97M-V/def2-TZVPD)
Ir -0.32 1.24 -0.90
C 4.20 2.29 1.57
S 3.00 1.25 2.43
C 1.77 1.01 1.24
S 1.85 1.80 -0.32
N 0.84 0.17 1.62
N -0.15 0.00 0.68
C -0.90 -1.03 0.79
C -1.95 -1.17 -0.22
C -2.84 -2.22 -0.25
C -3.73 -2.32 -1.31
C -3.70 -1.35 -2.30
C -2.81 -0.30 -2.18
N -1.95 -0.20 -1.17
H 5.02 2.41 2.28
H 3.78 3.26 1.32
H 4.58 1.79 0.68
H -0.73 -1.77 1.56
H -2.81 -2.96 0.54
H -4.42 -3.14 -1.36
H -4.36 -1.40 -3.15
H -2.77 0.48 -2.93
O 1.61 -1.54 -2.97
S 0.55 -0.89 -3.66
O -0.64 -1.62 -3.99
N 0.11 0.50 -2.82
C 0.38 1.61 -3.48
S 0.00 2.98 -2.54
C 0.95 1.41 -4.82
C 1.28 2.34 -5.78
C 1.78 1.87 -6.99
C 1.94 0.51 -7.22
C 1.60 -0.43 -6.25
C 1.11 0.05 -5.06
H 1.15 3.40 -5.60
H 2.05 2.57 -7.77
H 2.34 0.17 -8.17
H 1.72 -1.49 -6.43
C -5.15 1.27 -0.35
Ge -4.37 3.04 -0.51
C -3.52 3.36 -2.23
C -5.68 4.41 -0.12
C -3.06 3.17 0.97
Se -1.18 2.67 0.92
C -0.48 4.41 0.42
H -5.71 1.00 -1.25
H -5.83 1.24 0.50
H -4.38 0.52 -0.19
H -4.29 3.55 -2.98
H -2.93 2.51 -2.55
H -2.87 4.23 -2.20
H -6.55 4.32 -0.77
H -5.26 5.41 -0.26
H -6.03 4.33 0.91
H -3.46 2.57 1.79
H -3.01 4.20 1.33
H -0.83 4.69 -0.57
H 0.61 4.32 0.43
H -0.81 5.12 1.16
```


7.
DFT (ωB97M-V/def2-TZVPD) results for a single C20H26N2O2 molecule.

Summary:
- SMILES = Cc1ccc(OC[C@H](O)CN2CCN(c3ccccc3)CC2)cc1
- net charge = 0
- gap between HOMO and LUMO (eV) = 8.07
- LUMO energy (Eh) = 0.028

XYZ file:
```
50
C20H26N2O2 (ωB97M-V/def2-TZVPD)
C -4.74 -5.42 -2.96
C -4.34 -4.14 -2.28
C -5.18 -3.03 -2.33
C -4.83 -1.85 -1.72
C -3.62 -1.74 -1.03
O -3.36 -0.53 -0.45
C -2.16 -0.37 0.28
C -2.16 1.07 0.80
O -2.23 1.98 -0.28
C -0.91 1.36 1.64
N 0.29 0.82 1.03
C 0.82 1.63 -0.06
C 1.63 2.84 0.45
N 2.68 2.44 1.36
C 3.96 2.14 0.89
C 4.27 2.09 -0.47
C 5.57 1.86 -0.89
C 6.59 1.67 0.02
C 6.29 1.73 1.38
C 5.01 1.97 1.81
C 2.13 1.70 2.48
C 1.35 0.48 1.96
C -2.78 -2.85 -0.97
C -3.15 -4.03 -1.59
H -4.76 -5.28 -4.04
H -4.04 -6.21 -2.73
H -5.74 -5.72 -2.65
H -6.12 -3.09 -2.86
H -5.47 -0.98 -1.76
H -1.29 -0.52 -0.36
H -2.12 -1.06 1.13
H -3.05 1.21 1.44
H -2.92 1.66 -0.87
H -1.04 0.87 2.61
H -0.87 2.45 1.80
H -0.01 1.97 -0.68
H 1.48 0.98 -0.65
H 2.04 3.41 -0.38
H 0.96 3.50 1.01
H 3.51 2.22 -1.22
H 5.78 1.82 -1.95
H 7.60 1.49 -0.31
H 7.08 1.60 2.11
H 4.82 2.04 2.87
H 2.92 1.37 3.15
H 1.45 2.37 3.03
H 0.93 -0.08 2.80
H 2.05 -0.17 1.43
H -1.84 -2.80 -0.44
H -2.48 -4.88 -1.54
```


8.
DFT (ωB97M-V/def2-TZVPD) results for a single C20H26N2O3 molecule.

Summary:
- SMILES = CC[C@H]1Oc2ccccc2N(CC(=O)NCCC2=CCCCC2)C1=O
- net charge = 0
- gap between HOMO and LUMO (eV) = 8.78
- LUMO energy (Eh) = 0.024

XYZ file:
```
51
C20H26N2O3 (ωB97M-V/def2-TZVPD)
C 2.31 2.44 -1.95
C 1.80 3.88 -1.99
C 0.28 4.02 -1.79
O -0.46 3.39 -2.82
C -0.74 2.07 -2.65
C -1.04 1.31 -3.77
C -1.35 -0.03 -3.64
C -1.36 -0.62 -2.39
C -1.08 0.14 -1.26
C -0.79 1.49 -1.38
N -0.58 2.31 -0.26
C -0.80 1.81 1.08
C 0.35 0.90 1.53
O 1.32 0.67 0.84
N 0.19 0.42 2.77
C 1.12 -0.51 3.38
C 0.47 -1.88 3.62
C -0.04 -2.49 2.34
C -1.33 -2.51 2.05
C -1.91 -3.13 0.81
C -0.89 -4.02 0.10
C 0.45 -3.31 0.02
C 1.00 -3.07 1.42
C -0.09 3.57 -0.39
O 0.07 4.31 0.57
H 1.88 1.85 -2.75
H 2.09 1.97 -1.00
H 3.39 2.44 -2.08
H 2.28 4.47 -1.21
H 2.05 4.32 -2.96
H 0.02 5.08 -1.87
H -1.02 1.79 -4.73
H -1.58 -0.62 -4.52
H -1.58 -1.67 -2.28
H -1.08 -0.34 -0.29
H -1.75 1.28 1.13
H -0.82 2.69 1.73
H -0.66 0.62 3.28
H 1.47 -0.09 4.34
H 1.96 -0.58 2.70
H -0.35 -1.77 4.33
H 1.23 -2.53 4.06
H -2.05 -2.08 2.73
H -2.26 -2.34 0.14
H -2.80 -3.72 1.09
H -0.77 -4.95 0.66
H -1.26 -4.27 -0.90
H 0.33 -2.35 -0.48
H 1.16 -3.90 -0.56
H 1.35 -4.02 1.85
H 1.86 -2.41 1.37
```


9.
DFT (ωB97M-V/def2-TZVPD) results for a single C20H26N2O3 molecule.

Summary:
- SMILES = O=C(CCOc1ccccc1)NC[C@@H](c1ccco1)N1CCCCC1
- net charge = 0
- gap between HOMO and LUMO (eV) = 9.17
- LUMO energy (Eh) = 0.030

XYZ file:
```
51
C20H26N2O3 (ωB97M-V/def2-TZVPD)
O 3.49 -1.33 1.11
C 2.74 -0.43 0.79
C 2.89 0.98 1.34
C 2.77 2.08 0.28
O 1.41 2.21 -0.09
C 1.07 3.12 -1.04
C 1.95 3.98 -1.68
C 1.47 4.86 -2.64
C 0.13 4.90 -2.97
C -0.75 4.03 -2.33
C -0.29 3.15 -1.38
N 1.72 -0.58 -0.07
C 1.32 -1.87 -0.58
C 0.11 -2.51 0.16
C 0.32 -2.54 1.64
C 0.33 -3.60 2.50
C 0.58 -3.07 3.79
C 0.70 -1.73 3.62
O 0.55 -1.40 2.33
N -1.14 -1.91 -0.29
C -2.25 -2.85 -0.35
C -3.39 -2.25 -1.16
C -3.86 -0.94 -0.53
C -2.66 -0.02 -0.37
C -1.56 -0.72 0.42
H 2.11 1.13 2.09
H 3.86 1.05 1.83
H 3.13 3.03 0.70
H 3.39 1.83 -0.59
H 3.00 3.98 -1.44
H 2.17 5.53 -3.13
H -0.23 5.59 -3.72
H -1.80 4.05 -2.58
H -0.96 2.48 -0.87
H 1.13 0.21 -0.26
H 1.06 -1.77 -1.63
H 2.18 -2.53 -0.46
H 0.10 -3.55 -0.17
H 0.18 -4.63 2.24
H 0.66 -3.62 4.71
H 0.90 -0.93 4.31
H -1.90 -3.77 -0.84
H -2.61 -3.12 0.66
H -3.03 -2.05 -2.18
H -4.21 -2.96 -1.22
H -4.63 -0.48 -1.14
H -4.29 -1.15 0.45
H -2.95 0.90 0.14
H -2.27 0.24 -1.36
H -0.71 -0.05 0.55
H -1.95 -0.96 1.43
```


Maximum force readings, ordered: 4.2; 2.1; 1.1; 5.5; 0.4; 1.6; 0.7; 0.9; 1.2 eV/Å
Calculated total energy readings, ordered: -228322.59505; -40671.58217; -77365.12617; -37181.05125; -67426.97936; -199254.55296; -28236.61115; -30285.92474; -30284.45258 eV
Relative energy (zero: lowest compared OMol25 entry of this formula, charge and spin) readings, ordered: 75.6; 86.3; 49.4; 96.5; 12.8; 31.7; 51.0; 33.0; 67.0 kcal/mol